{
  "formula": "C4H7NO2",
  "method": "ωB97M-V/def2-TZVPD",
  "e_tot_ha": -361.8292,
  "relative_energy_kcal_mol": 32.4,
  "smiles": "O[C@@H]1CN=COC1",
  "orbital_gap_ev": 10.67,
  "lumo_ha": 0.030,
  "mol_weight_g_mol": 101.1,
  "homo_ev": -9.851,
  "elements": ["O", "C", "C", "N", "C", "O", "C", "H", "H", "H", "H", "H", "H", "H"],
  "coordinates": [[-0.07544, 0.19446, 1.85598], [0.16358, 0.77892, 0.59108], [-1.06672, 0.67869, -0.30460], [-1.31039, -0.69670, -0.73191], [-0.31747, -1.48051, -0.78664], [0.98066, -1.24494, -0.50235], [1.32425, 0.09281, -0.11757], [-0.57660, -0.61890, 1.71324], [0.43101, 1.82387, 0.78058], [-0.96069, 1.31540, -1.19189], [-1.94668, 1.02926, 0.24351], [-0.44909, -2.52124, -1.07980], [1.61809, 0.65021, -1.01595], [2.18549, -0.00134, 0.54631]]
}